The following is a DFT calculation (the ωB97M-V functional and the def2-TZVPD basis) of a 14-piece molecular cluster, C56H130O23 overall in a non-equilibrium geometry.

## Properties
- E (a.u.) = -3941.5656
- highest occupied orbital energy (eV) = -9.22

Geometry (Å):
C: 0.5002 -2.8238 5.7334
O: -0.5262 -2.8826 4.7510
C: -1.5601 -1.8980 4.9719
C: -2.6631 -2.3090 6.0005
O: -2.2573 -2.5889 7.3245
C: -1.9594 -1.4380 8.0885
H: 1.1037 -3.7315 5.7287
H: 0.0376 -2.7685 6.7188
H: 1.1838 -1.9875 5.5871
H: -2.0540 -1.8501 4.0014
H: -1.1456 -0.9276 5.2453
H: -3.1302 -3.2009 5.5830
H: -3.5219 -1.6380 5.9834
H: -2.8691 -0.8635 8.2631
H: -1.2075 -0.7641 7.6778
H: -1.6774 -1.8107 9.0732
C: -6.8878 4.1463 -0.2279
O: -6.9826 5.1563 0.7533
C: -6.1913 5.0227 1.9548
C: -4.7240 5.3856 1.6745
O: -4.0188 4.4360 0.8356
C: -2.6004 4.5599 0.9700
H: -5.9065 4.1410 -0.7024
H: -7.6581 4.3228 -0.9786
H: -7.0284 3.1425 0.1729
H: -6.1734 4.0260 2.3959
H: -6.5202 5.7389 2.7078
H: -4.2231 5.4418 2.6409
H: -4.6512 6.4140 1.3206
H: -2.0551 3.7845 0.4321
H: -2.3527 4.5020 2.0299
H: -2.2882 5.5314 0.5868
C: 3.2653 0.1788 5.0761
O: 4.6757 0.5237 5.2402
C: 5.1311 0.4064 6.5605
C: 6.7121 0.5390 6.5903
O: 7.1530 1.8802 6.3302
C: 7.1787 2.7311 7.5579
H: 2.8559 0.3811 4.0864
H: 2.6065 0.7837 5.6990
H: 3.0809 -0.8784 5.2669
H: 4.8508 -0.5644 6.9693
H: 4.6683 1.1732 7.1818
H: 7.1543 -0.1507 5.8713
H: 7.1358 0.1634 7.5217
H: 8.1035 2.5451 8.1040
H: 6.3070 2.5150 8.1756
H: 7.2000 3.8169 7.4651
C: 2.5426 -0.3806 -4.9139
O: 3.3457 0.5349 -5.5946
C: 3.1251 0.5872 -7.0291
C: 4.3193 1.2992 -7.7296
O: 4.0097 1.9473 -8.9524
C: 4.0918 1.1556 -10.1068
H: 1.4827 -0.1785 -5.0684
H: 2.6930 -0.3192 -3.8360
H: 2.8925 -1.3310 -5.3168
H: 2.3167 1.3138 -7.1104
H: 2.8362 -0.3542 -7.4965
H: 5.1741 0.6251 -7.7852
H: 4.6810 2.0866 -7.0684
H: 5.0513 0.6589 -10.2510
H: 3.9735 1.7992 -10.9786
H: 3.2642 0.4467 -10.1314
C: -0.9521 -2.6353 -4.9329
O: -1.0155 -1.9768 -6.2147
C: -2.0449 -0.9896 -6.3792
C: -1.7657 0.3973 -5.7061
O: -0.7265 1.1716 -6.3061
C: -0.3535 2.3666 -5.6049
H: -0.8148 -1.9429 -4.1023
H: -0.1487 -3.3701 -4.8820
H: -1.8945 -3.1356 -4.7099
H: -3.0316 -1.4069 -6.1783
H: -2.1726 -0.8872 -7.4568
H: -1.3895 0.2314 -4.6966
H: -2.6503 1.0251 -5.8125
H: 0.5727 2.7456 -6.0371
H: -0.1393 2.1433 -4.5597
H: -1.1238 3.1367 -5.5628
C: -5.5098 -3.2742 -1.1924
O: -5.5717 -2.2544 -2.2172
C: -4.3601 -1.9469 -2.8312
C: -3.2595 -1.3346 -1.9250
O: -3.6375 -0.1401 -1.2160
C: -3.8910 0.9974 -2.0384
H: -4.8834 -2.8622 -0.4012
H: -5.1027 -4.1995 -1.6002
H: -6.4941 -3.4491 -0.7581
H: -4.5125 -1.3707 -3.7438
H: -3.9496 -2.8816 -3.2132
H: -2.3333 -1.1325 -2.4630
H: -2.9349 -2.0174 -1.1399
H: -3.1959 1.0910 -2.8729
H: -3.7080 1.9323 -1.5088
H: -4.9054 0.8620 -2.4134
C: 3.4921 1.3927 1.4827
O: 3.7863 1.9310 0.1733
C: 4.8574 2.8496 0.0931
C: 5.3569 3.1072 -1.3352
O: 5.8173 1.9875 -1.9858
C: 4.7928 1.1927 -2.6650
H: 2.5563 0.8476 1.3586
H: 3.2837 2.0088 2.3574
H: 4.2987 0.7527 1.8402
H: 5.6749 2.5054 0.7265
H: 4.5283 3.8203 0.4640
H: 6.2535 3.7206 -1.2458
H: 4.6466 3.6534 -1.9559
H: 3.9894 0.9390 -1.9734
H: 5.2748 0.2704 -2.9894
H: 4.3435 1.7981 -3.4523
C: -0.9036 -3.3525 -0.2844
O: -1.5647 -4.5700 -0.4826
C: -0.9742 -5.4139 -1.4850
C: -1.7044 -6.6893 -1.8346
O: -2.9600 -6.5287 -2.4445
C: -3.5409 -7.7837 -2.9100
H: 0.0733 -3.5552 0.1545
H: -1.4323 -2.6278 0.3349
H: -0.7880 -2.8036 -1.2190
H: 0.0518 -5.6161 -1.1776
H: -0.8781 -4.8664 -2.4226
H: -1.8095 -7.2659 -0.9156
H: -0.9912 -7.2823 -2.4071
H: -2.8222 -8.3964 -3.4542
H: -4.2928 -7.5501 -3.6638
H: -3.9967 -8.3691 -2.1115
C: 0.6662 -1.0906 2.3910
O: 0.2336 0.2335 2.6646
C: -0.9902 0.5645 1.9577
C: -0.8415 1.0148 0.5127
O: -0.4049 -0.0625 -0.3760
C: -0.0541 0.3946 -1.7055
H: 1.3935 -1.2857 3.1791
H: 1.2104 -1.1563 1.4488
H: -0.1017 -1.8632 2.4310
H: -1.4533 1.3337 2.5757
H: -1.5960 -0.3416 1.9473
H: -0.1089 1.8151 0.6177
H: -1.7644 1.4765 0.1618
H: -0.8745 0.9432 -2.1681
H: 0.1371 -0.4386 -2.3818
H: 0.8579 0.9913 -1.7236
C: 1.0736 5.9940 -2.6475
C: 0.9428 5.3698 -1.2514
C: 1.0498 3.9223 -1.4152
O: 1.2235 3.7586 -2.8339
C: 0.5536 4.8132 -3.4685
H: 2.1087 6.2777 -2.8380
H: 0.4488 6.8779 -2.7748
H: -0.0313 5.6808 -0.8739
H: 1.7193 5.7296 -0.5763
H: 0.1386 3.3611 -1.2084
H: 1.8261 3.3336 -0.9265
H: -0.5234 4.6624 -3.5420
H: 0.8752 4.8437 -4.5096
C: 1.4277 -5.3718 2.9441
C: 2.7680 -5.1491 2.3869
C: 2.9886 -6.2080 1.3343
O: 2.0991 -7.2375 1.7143
C: 0.9269 -6.7070 2.3043
H: 0.7977 -4.5567 2.5878
H: 1.3834 -5.3751 4.0331
H: 3.4435 -5.3768 3.2115
H: 2.9534 -4.1366 2.0283
H: 3.9824 -6.6509 1.2696
H: 2.7221 -5.9245 0.3161
H: 0.5736 -7.2938 3.1522
H: 0.0571 -6.5267 1.6726
C: -7.0665 0.8729 1.7644
C: -5.7214 0.5232 1.1557
C: -4.9351 -0.0758 2.2861
O: -5.7703 -0.0216 3.4114
C: -7.0901 -0.0658 2.9689
H: -7.9095 0.8164 1.0757
H: -7.1338 1.8847 2.1641
H: -5.2270 1.3938 0.7246
H: -5.9986 -0.1734 0.3646
H: -3.9318 0.3470 2.3383
H: -4.7569 -1.1162 2.0141
H: -7.7812 0.2418 3.7537
H: -7.3075 -1.1205 2.8004
C: 0.8465 4.4620 2.2123
C: 0.6622 5.9306 2.5630
C: -0.1044 5.9139 3.8549
O: 0.3060 4.7100 4.4684
C: 0.4940 3.6847 3.4988
H: 1.8532 4.2335 1.8622
H: 0.1727 4.3466 1.3633
H: 0.2036 6.4253 1.7068
H: 1.6518 6.3178 2.8056
H: -1.1918 5.9411 3.7843
H: 0.0826 6.8270 4.4201
H: -0.4000 3.0689 3.4005
H: 1.2442 2.9286 3.7301
C: 2.4897 -2.7802 -1.2109
C: 2.6006 -3.5830 -2.4891
C: 3.9676 -4.2333 -2.4605
O: 4.7886 -3.2818 -1.8103
C: 3.9092 -2.3174 -1.0991
H: 2.2447 -3.3648 -0.3241
H: 1.7305 -1.9985 -1.2397
H: 2.4371 -2.9663 -3.3729
H: 1.8231 -4.3454 -2.5372
H: 4.2819 -4.6403 -3.4216
H: 3.9880 -5.1073 -1.8096
H: 4.0498 -1.4580 -1.7547
H: 4.2707 -2.0621 -0.1030

Here are the Löwdin charges for atoms 1 to 4, given in e: C -0.086; O -0.197; C -0.168; C -0.191

---

The following is a DFT calculation (the ωB97M-V functional and the def2-TZVPD basis) of C43H40F15Ge3N3O5PReS2 as an isolated structure.

## Properties
- net charge = +3
- E (a.u.) = -11146.8354
- relative energy (zero: lowest compared OMol25 entry of this formula, charge and spin) (kJ/mol) = 0.0
- highest occupied orbital energy (spin up / spin down) (eV) = -14.98 / -14.99
- 2S+1 = 4

Geometry (Å):
Re: -0.1856 0.1496 -0.4275
C: 0.1367 -0.7054 4.5611
C: 0.4896 -0.5576 3.0798
Ge: -1.0121 0.1000 1.9906
C: -1.5654 1.8893 2.5661
C: -2.6010 1.8476 3.6904
C: -2.4428 -1.1830 2.3552
C: -3.0040 -2.2203 1.7320
Ge: -2.7632 -2.6508 -0.1258
C: -3.6469 -1.5048 -1.4186
C: -5.1734 -1.5724 -1.2583
C: -2.3320 -4.4409 -0.7057
C: -3.5519 -5.3102 -1.0437
C: -3.8832 -3.1908 2.4445
C: -3.5656 -3.6101 3.7377
C: -4.3877 -4.5024 4.4048
C: -5.5321 -4.9943 3.7894
C: -5.8525 -4.5950 2.4996
C: -5.0271 -3.7017 1.8341
H: 0.9717 -1.1525 5.1008
H: -0.7263 -1.3484 4.7222
H: -0.0653 0.2585 5.0258
H: 0.8192 -1.5133 2.6653
H: 1.3130 0.1530 2.9579
H: -1.9548 2.4530 1.7169
H: -0.6442 2.3869 2.8756
H: -3.5324 1.3901 3.3588
H: -2.8334 2.8566 4.0300
H: -2.2532 1.2904 4.5584
H: -2.7376 -1.0728 3.4021
H: -3.3424 -1.8210 -2.4173
H: -3.2881 -0.4815 -1.2746
H: -5.5685 -2.5728 -1.4275
H: -5.6445 -0.9257 -1.9977
H: -5.4969 -1.2431 -0.2709
H: -1.7130 -4.9045 0.0642
H: -1.7174 -4.3263 -1.6049
H: -4.1599 -5.5095 -0.1650
H: -3.2154 -6.2676 -1.4366
H: -4.1816 -4.8522 -1.8068
H: -2.6626 -3.2523 4.2131
H: -4.1314 -4.8234 5.4035
H: -6.1699 -5.6910 4.3133
H: -6.7443 -4.9715 2.0196
H: -5.3117 -3.3762 0.8405
N: -4.4351 4.2455 -1.3404
C: -3.6429 3.3768 -2.2759
P: -2.0379 3.0226 -1.4128
O: -2.0527 3.9956 -0.2674
O: -1.9015 1.5399 -1.2489
C: -0.6214 3.6054 -2.4519
N: 0.1219 4.6246 -1.6393
H: -3.7729 4.5203 -0.5726
H: -5.2282 3.7472 -0.9304
H: -4.7993 5.0860 -1.7978
H: -3.5118 3.9129 -3.2140
H: -4.1929 2.4594 -2.4693
H: -0.9436 4.0557 -3.3895
H: 0.0544 2.7803 -2.6730
H: 0.9916 4.2400 -1.2455
H: -0.4883 4.8777 -0.8315
H: 0.3623 5.4628 -2.1765
O: 1.0391 0.4966 -2.6457
S: 0.3078 -0.5359 -3.3722
O: -0.3104 -0.2018 -4.5996
N: -0.7705 -1.0074 -2.1403
C: -0.1689 -2.0002 -1.4471
O: -0.5886 -2.1173 -0.2283
C: 0.9394 -2.6709 -2.1029
C: 1.6387 -3.7990 -1.7097
C: 2.6273 -4.2729 -2.5691
C: 2.8929 -3.6378 -3.7752
C: 2.2005 -2.4873 -4.1723
C: 1.2409 -2.0258 -3.3072
H: 1.4204 -4.2928 -0.7730
H: 3.1902 -5.1546 -2.3006
H: 3.6571 -4.0381 -4.4264
H: 2.4211 -1.9936 -5.1071
F: 2.4519 -1.1085 -0.1538
C: 3.1765 -0.8692 0.9769
C: 3.5565 0.4268 1.2698
C: 4.2535 0.6061 2.4539
F: 4.6301 1.8225 2.8349
C: 4.5793 -0.4586 3.2882
F: 5.2440 -0.2550 4.4076
C: 4.1886 -1.7467 2.9416
F: 4.4760 -2.7651 3.7277
C: 3.4727 -1.9571 1.7676
F: 3.0601 -3.1808 1.4310
Ge: 3.1319 1.8204 -0.0089
S: 0.8566 2.0623 0.1738
C: 3.7715 1.4678 -1.7999
C: 4.5466 0.4111 -2.2395
F: 4.9250 -0.5683 -1.4123
C: 4.9745 0.3217 -3.5582
F: 5.7035 -0.7145 -3.9589
C: 4.6273 1.3110 -4.4682
F: 5.0184 1.2216 -5.7268
C: 3.8487 2.3879 -4.0544
F: 3.4820 3.3229 -4.9190
C: 3.4420 2.4321 -2.7374
F: 2.6098 3.4409 -2.3713
C: 3.8738 3.5508 0.4240
C: 5.2495 3.6053 0.5846
F: 5.9587 2.4744 0.4782
C: 5.9227 4.7839 0.8656
F: 7.2333 4.7935 1.0208
C: 5.1963 5.9653 0.9823
F: 5.8139 7.0984 1.2418
C: 3.8158 5.9502 0.8111
F: 3.1173 7.0729 0.8911
C: 3.1915 4.7465 0.5379
F: 1.8520 4.7842 0.3392

Here are the Löwdin charges for atoms 1 to 4, given in e: Re 1.198; C -0.132; C -0.356; Ge 0.800

---

The following is a DFT calculation (the ωB97M-V functional and the def2-TZVPD basis) of C4H13N2 as an isolated structure in a non-equilibrium geometry.

## Properties
- net charge = +1
- E (a.u.) = -269.2497
- relative energy (zero: lowest compared OMol25 entry of this formula, charge and spin) (kJ/mol) = 658.9
- highest occupied orbital energy (eV) = -13.34

Geometry (Å):
N: 1.4179 -0.1910 0.5241
C: 1.5143 1.1351 0.9656
C: 0.8812 2.1075 -0.1824
N: -0.8630 -0.6925 -0.3750
C: -1.1274 -1.6145 0.6635
C: -1.7716 -0.8063 -1.4788
H: 2.1723 -0.4554 -0.1050
H: 0.3721 -0.3313 0.0060
H: -0.0178 1.6963 -0.6439
H: 0.9757 1.5009 1.8409
H: 2.5416 1.5229 0.9923
H: 0.5379 3.0541 0.2458
H: 1.6437 2.3714 -0.9304
H: -2.0227 -1.2805 1.2404
H: -1.2708 -2.6775 0.3506
H: -0.2959 -1.7107 1.3609
H: -2.3425 0.1482 -1.5467
H: -1.1635 -0.8178 -2.4220
H: -2.4612 -1.6530 -1.4679

Here are the Löwdin charges for atoms 1 to 4, given in e: N 0.088; C -0.244; C -0.040; N -0.015

---

The following is a DFT calculation (the ωB97M-V functional and the def2-TZVPD basis) of a 2-piece molecular cluster, C36H35N3O3S overall in a non-equilibrium geometry.

## Properties
- E (a.u.) = -2180.8628
- relative energy (zero: lowest compared OMol25 entry of this formula, charge and spin) (kJ/mol) = 0.0
- highest occupied orbital energy (eV) = -5.54

Geometry (Å):
C: 1.3057 4.6211 2.0112
N: 1.0058 3.2130 1.8713
C: 2.0099 2.3165 1.6545
O: 3.2075 2.6014 1.5656
C: 1.3848 0.9297 1.5765
C: 1.9271 -0.0191 2.6288
C: 3.3937 -0.3008 2.4282
C: 4.2942 0.0081 3.4498
C: 5.6612 -0.1777 3.2522
C: 6.1328 -0.6632 2.0275
C: 5.2235 -1.0236 1.0259
C: 3.8514 -0.8405 1.2214
N: -0.0366 1.1970 1.7571
C: -0.9327 0.1847 1.7536
C: -2.3025 0.3322 1.9683
C: -3.2594 -0.6886 2.0179
C: -4.6736 -0.3878 2.1207
C: -5.6586 -1.3766 1.8475
C: -7.0208 -1.1082 1.9625
C: -7.4694 0.1819 2.2641
C: -6.5331 1.1967 2.4875
C: -5.1659 0.9238 2.4422
C: -0.3361 2.6398 1.9707
C: -0.9098 2.8807 3.3756
C: -1.2224 3.2134 0.8558
H: 2.3836 4.7699 1.8984
H: 0.7895 5.2059 1.2390
H: 1.0050 4.9912 3.0007
H: 1.5560 0.5382 0.5579
H: 1.7659 0.4306 3.6220
H: 1.3552 -0.9562 2.5818
H: 3.9090 0.4254 4.3837
H: 6.3582 0.0794 4.0483
H: 7.2061 -0.7645 1.8583
H: 5.5887 -1.4297 0.0822
H: 3.1407 -1.0983 0.4300
H: -0.5265 -0.8136 1.5726
H: -2.6491 1.3588 2.0901
H: -2.9439 -1.7282 1.8881
H: -5.3247 -2.3696 1.5353
H: -7.7377 -1.9083 1.7915
H: -8.5360 0.3868 2.3214
H: -6.8767 2.2127 2.6920
H: -4.4606 1.7318 2.6687
H: -0.1563 2.5770 4.1174
H: -1.1382 3.9465 3.5072
H: -1.8200 2.2998 3.5503
H: -0.6596 3.1919 -0.0879
H: -2.1418 2.6375 0.7246
H: -1.4867 4.2545 1.0810
C: -6.4364 -4.5957 5.8058
C: -5.7660 -5.8137 5.9645
C: -4.7789 -6.2025 5.0544
C: -4.4706 -5.3444 3.9986
S: -3.3033 -5.7949 2.7067
C: -1.9002 -4.8429 3.0334
C: -0.6446 -5.3732 2.6734
C: 0.5656 -4.9368 3.3009
C: 1.7993 -5.3961 2.8713
C: 1.9020 -6.3108 1.8129
C: 3.1967 -6.7158 1.3383
N: 4.2491 -7.0039 0.9124
C: 0.7247 -6.8151 1.2326
C: -0.5149 -6.3892 1.6696
O: -3.0520 -7.2094 2.9007
O: -3.9681 -5.3364 1.5036
C: -5.0809 -4.1035 3.8739
C: -6.0815 -3.7281 4.7654
H: -7.2288 -4.3090 6.4992
H: -6.0151 -6.4739 6.7961
H: -4.2645 -7.1565 5.1425
H: -2.0122 -4.0888 3.8100
H: 0.4870 -4.2508 4.1480
H: 2.7123 -5.0618 3.3730
H: 0.8228 -7.5685 0.4504
H: -1.4014 -6.8577 1.2465
H: -4.7848 -3.4467 3.0613
H: -6.5807 -2.7681 4.6292

Here are the Löwdin charges for atoms 1 to 4, given in e: C -0.004; N -0.037; C -0.362; O 0.094

---

The following is a DFT calculation (the ωB97M-V functional and the def2-TZVPD basis) of a 2-piece molecular cluster, H3PS overall in a non-equilibrium geometry.

## Properties
- E (a.u.) = -741.2271
- relative energy (zero: lowest compared OMol25 entry of this formula, charge and spin) (kJ/mol) = 245.8
- highest occupied orbital energy (eV) = -9.27

Geometry (Å):
P: 0.6858 -0.9468 0.1041
S: -1.4725 -0.3333 -0.2854
H: 0.8082 0.2927 0.7163
H: 1.2524 -0.4761 -1.0816
H: -1.2740 1.4635 0.5467

Here are the Löwdin charges for atoms 1 to 4, given in e: P 0.380; S -0.028; H -0.218; H -0.190